1.
# C43H30BrN9O5S2W

A molecular structure, C43H30BrN9O5S2W (ωB97M-V with the def2-TZVPD basis set, OMol25).

LUMO level (alpha / beta) (eV): -7.65 / -7.65
Frontier orbital gap (alpha / beta) (eV): 4.8935 / 4.8923
Net charge: +2

Geometry (Å):
W 0.240 -0.360 -0.131
O -3.186 -1.962 -2.004
C -2.020 -1.742 -1.746
N -1.465 -1.511 -0.511
C -2.325 -1.734 0.618
C -3.353 -2.666 0.670
C -4.177 -2.710 1.784
C -3.987 -1.822 2.830
C -2.923 -0.933 2.824
C -2.059 -0.906 1.735
N -0.920 -0.052 1.565
C -0.508 0.719 2.643
O -0.757 0.527 3.811
C 0.309 1.913 2.215
C 0.733 2.839 3.160
C 1.456 3.944 2.739
C 1.720 4.080 1.384
C 1.252 3.114 0.508
N 0.560 2.043 0.899
C -0.994 -1.706 -2.853
C -1.375 -2.023 -4.151
C -0.401 -2.085 -5.133
C 0.918 -1.824 -4.778
C 1.210 -1.494 -3.464
N 0.276 -1.429 -2.510
H -3.513 -3.346 -0.150
H -4.972 -3.437 1.820
H -4.658 -1.828 3.674
H -2.763 -0.276 3.663
H 0.502 2.670 4.200
H 1.805 4.677 3.450
H 2.286 4.916 1.003
H 1.442 3.201 -0.553
H -2.419 -2.226 -4.348
H -0.654 -2.345 -6.149
H 1.711 -1.890 -5.505
H 2.227 -1.278 -3.155
Br -4.393 -0.274 -8.073
C -3.357 1.178 -7.442
C -3.842 2.479 -7.539
C -3.097 3.519 -7.026
C -1.878 3.263 -6.382
C -1.375 1.953 -6.344
C -2.111 0.921 -6.874
N -1.248 4.359 -5.827
N -0.399 4.303 -4.954
C 0.037 3.320 -4.132
C 1.408 3.068 -4.028
C 1.927 2.157 -3.121
C 1.081 1.473 -2.256
O 1.465 0.573 -1.316
C -0.309 1.740 -2.297
N -1.072 1.072 -1.366
C -2.388 1.293 -1.359
C -3.004 2.184 -2.230
C -2.241 2.899 -3.138
C -0.863 2.675 -3.213
H -4.793 2.669 -8.012
H -3.450 4.537 -7.079
H -0.395 1.752 -5.934
H -1.729 -0.087 -6.851
H 2.072 3.582 -4.705
H 2.993 1.992 -3.078
H -2.977 0.751 -0.624
H -4.072 2.320 -2.178
H -2.710 3.640 -3.766
O 3.254 1.260 2.579
C 3.654 0.135 3.209
C 4.516 0.274 4.293
C 5.007 -0.835 4.945
C 4.626 -2.116 4.547
C 3.756 -2.276 3.497
C 3.254 -1.157 2.806
C 2.332 -1.356 1.713
O 1.779 -0.322 1.048
N 1.979 -2.542 1.325
N 1.027 -2.558 0.309
C 0.981 -3.786 -0.183
S 2.145 -4.913 0.421
C 1.776 -6.187 -0.842
C 0.304 -6.122 -1.162
S -0.156 -4.347 -1.353
H 2.736 1.015 1.795
H 4.796 1.272 4.586
H 5.699 -0.707 5.763
H 5.016 -2.980 5.062
H 3.445 -3.256 3.170
H 2.049 -7.154 -0.421
H 2.402 -5.981 -1.714
H -0.305 -6.532 -0.352
H 0.054 -6.622 -2.097

Taken from the Mulliken analysis, the atomic charges in e are:
1. W 1.806
2. O -0.591
3. C -0.653
4. N 2.105
5. C 0.301
6. C -1.134
7. C -0.900
8. C -0.834
9. C -0.986
10. C 0.742
11. N -0.141
12. C -0.480
13. O -0.582
14. C 0.918
15. C -0.612
16. C -0.602
17. C -0.812
18. C 0.008
19. N 0.382
20. C 0.729
21. C -1.056
22. C -0.702
23. C -1.016
24. C -0.642
25. N 0.602
26. H 0.535
27. H 0.461
28. H 0.446
29. H 0.570
30. H 0.598
31. H 0.491
32. H 0.526
33. H 0.267
34. H 0.643
35. H 0.682
36. H 0.559
37. H 0.630
38. Br -0.145
39. C -0.107
40. C -0.409
41. C -0.190
42. C -0.181
43. C -0.055
44. C -0.381
45. N -0.465
46. N -0.368
47. C -0.030
48. C -0.651
49. C -0.870
50. C 0.150
51. O -1.229
52. C 0.513
53. N 0.559
54. C -0.242
55. C -1.651
56. C -0.498
57. C 1.114
58. H 0.461
59. H 0.485
60. H 0.504
61. H 0.531
62. H 0.537
63. H 0.616
64. H 0.384
65. H 0.528
66. H 0.713
67. O -0.575
68. C 0.556
69. C -0.630
70. C -0.516
71. C -0.759
72. C -0.882
73. C 0.191
74. C 1.144
75. O -0.527
76. N -0.769
77. N 0.248
78. C -0.003
79. S 0.080
80. C -0.624
81. C -0.575
82. S 0.160
83. H 0.231
84. H 0.488
85. H 0.419
86. H 0.438
87. H 0.478
88. H 0.438
89. H 0.327
90. H 0.333
91. H 0.443


2.
# C43H30MnN8O2P

A molecular structure, C43H30MnN8O2P (ωB97M-V with the def2-TZVPD basis set, OMol25).

LUMO level (alpha / beta) (eV): -7.26 / -6.98
Frontier orbital gap (alpha / beta) (eV): 6.6945 / 7.1623
Spin multiplicity: 5
Net charge: +2

Geometry (Å):
Mn -1.087 -0.876 0.104
C -0.862 -1.158 -4.364
C -1.369 -1.151 -3.069
N -0.544 -1.106 -2.030
C 0.777 -1.059 -2.249
C 1.259 -1.076 -3.553
N 0.443 -1.125 -4.597
C 1.613 -1.001 -1.030
C 2.994 -1.051 -1.039
C 3.703 -1.038 0.164
C 2.963 -0.988 1.346
C 1.583 -0.935 1.297
N 0.926 -0.923 0.125
C 0.723 -0.866 2.497
C 1.182 -0.931 3.808
N 0.361 -0.813 4.842
C -0.929 -0.636 4.593
C -1.415 -0.602 3.292
N -0.590 -0.725 2.258
C 5.176 -1.083 0.184
C 5.863 -1.666 1.244
C 7.251 -1.687 1.212
N 7.962 -1.166 0.220
C 7.309 -0.606 -0.791
C 5.924 -0.545 -0.858
H -1.526 -1.193 -5.218
H -2.433 -1.180 -2.864
H 2.318 -1.046 -3.775
H 3.522 -1.134 -1.977
H 3.470 -0.958 2.299
H 2.228 -1.081 4.044
H -1.595 -0.528 5.441
H -2.469 -0.476 3.076
H 5.352 -2.139 2.072
H 7.809 -2.146 2.019
H 7.914 -0.182 -1.583
H 5.463 -0.043 -1.700
O -4.691 -0.333 -1.097
C -3.889 -0.037 -0.257
O -2.885 -0.857 0.082
C -3.950 1.262 0.495
C -5.180 1.646 1.012
C -5.292 2.825 1.735
C -4.186 3.643 1.912
C -2.964 3.292 1.359
C -2.837 2.098 0.652
P -1.292 1.682 -0.176
C -0.015 2.797 0.437
C 0.291 3.974 -0.250
C 1.227 4.854 0.273
C 1.857 4.570 1.477
C 1.546 3.408 2.170
C 0.614 2.524 1.652
C -1.480 2.006 -1.940
C -0.324 2.014 -2.729
C -0.420 2.184 -4.099
C -1.670 2.335 -4.693
C -2.816 2.325 -3.915
C -2.728 2.164 -2.537
H -6.041 1.011 0.849
H -6.249 3.108 2.153
H -4.276 4.567 2.467
H -2.113 3.952 1.471
H -0.203 4.208 -1.183
H 1.459 5.766 -0.258
H 2.585 5.262 1.880
H 2.024 3.199 3.119
H 0.350 1.638 2.211
H 0.653 1.916 -2.267
H 0.476 2.208 -4.706
H -1.744 2.473 -5.763
H -3.787 2.455 -4.373
H -3.632 2.173 -1.943
N -3.792 -5.652 3.413
C -3.104 -5.352 2.545
C -2.227 -4.943 1.485
C -1.597 -5.861 0.651
C -0.761 -5.384 -0.344
C -0.578 -4.020 -0.468
N -1.180 -3.137 0.337
C -1.996 -3.589 1.288
H -1.766 -6.921 0.782
H -0.257 -6.062 -1.018
H 0.071 -3.615 -1.234
H -2.499 -2.855 1.903

Taken from the Mulliken analysis, the atomic charges in e are:
1. Mn 0.781
2. C -0.747
3. C -0.597
4. N 0.680
5. C -0.466
6. C -0.379
7. N -0.503
8. C 0.576
9. C -1.130
10. C 0.490
11. C -0.804
12. C 0.381
13. N 1.303
14. C -0.818
15. C -0.222
16. N -0.545
17. C -0.727
18. C -0.627
19. N 1.003
20. C 0.371
21. C -0.583
22. C -0.460
23. N -0.541
24. C -0.445
25. C -0.614
26. H 0.466
27. H 0.526
28. H 0.421
29. H 0.842
30. H 0.699
31. H 0.510
32. H 0.450
33. H 0.526
34. H 0.465
35. H 0.385
36. H 0.381
37. H 0.464
38. O -0.569
39. C -0.206
40. O -0.103
41. C 0.556
42. C -0.756
43. C -0.809
44. C -0.775
45. C -1.329
46. C 0.846
47. P 2.739
48. C 0.003
49. C -0.480
50. C -0.764
51. C -0.683
52. C -0.870
53. C -0.181
54. C 0.330
55. C -0.329
56. C -0.784
57. C -0.725
58. C -0.808
59. C -0.709
60. H 0.562
61. H 0.454
62. H 0.474
63. H 0.506
64. H 0.503
65. H 0.473
66. H 0.436
67. H 0.509
68. H 0.564
69. H 0.643
70. H 0.472
71. H 0.471
72. H 0.496
73. H 0.469
74. N -0.399
75. C -0.313
76. C 0.002
77. C -0.137
78. C -1.010
79. C -0.274
80. N 0.420
81. C -0.453
82. H 0.555
83. H 0.484
84. H 0.412
85. H 0.575


Relative energy (zero: lowest compared OMol25 entry of this formula, charge and spin) / eV: 2.183; 0.090
E / a.u.: -5962.672744; -3737.105553